# 1
DFT (the ωB97M-V functional and the def2-TZVPD basis) results for a molecular structure, C44H49AlGe2IN3OS.

Computed properties:
LUMO energy: -5.48 eV
HOMO energy: -12.14 eV
E_tot: -191493.617 eV

Geometry as ORCA input:
```
! RIJCOSX wB97M-V def2-TZVPD def2/J DEFGRID3
* xyz 2 1
Al 1.56855 -0.16457 -1.24343
I -0.03155 -2.08246 -0.29326
C 1.35471 -3.29630 -1.34806
C 1.38789 -4.61526 -1.01871
C 2.15235 -5.48925 -1.82487
C 2.77853 -5.01394 -2.93866
C 2.73607 -3.63597 -3.27524
C 3.33918 -3.15013 -4.46296
C 3.29620 -1.82618 -4.77564
C 2.71496 -0.90837 -3.87066
C 2.11885 -1.30886 -2.69956
C 2.06444 -2.71457 -2.43257
H 0.82883 -5.00696 -0.17842
H 2.19757 -6.53903 -1.56700
H 3.31580 -5.69006 -3.59338
H 3.81890 -3.85915 -5.12799
H 3.73497 -1.46870 -5.69911
H 2.77236 0.14310 -4.11862
C -4.51230 -1.82935 1.55166
C -3.43812 -0.95785 0.88096
Ge -2.09976 -0.39308 2.20787
C -1.34484 -1.95701 3.14511
C -2.11165 -2.21278 4.45191
C -2.96890 0.83657 3.45311
C -2.44916 2.06696 3.28314
Ge -1.08627 1.84601 1.88404
C 0.71502 2.36159 2.48387
C 0.84385 3.84002 2.87672
C -1.54132 2.51606 0.08210
C -1.35231 4.00852 -0.21851
C -2.82424 3.30471 4.01271
C -3.44427 3.25054 5.26265
C -3.81112 4.41379 5.92129
C -3.56560 5.65420 5.34363
C -2.93963 5.72487 4.10799
C -2.56675 4.55709 3.45678
H -5.31526 -2.06932 0.85250
H -4.96533 -1.31803 2.40387
H -4.09881 -2.77459 1.91152
H -3.88074 -0.04685 0.47329
H -2.98401 -1.49573 0.04491
H -0.28355 -1.79602 3.35423
H -1.41527 -2.82461 2.48359
H -1.98595 -1.38412 5.15011
H -1.75841 -3.12150 4.94317
H -3.18196 -2.33013 4.27462
H -3.77602 0.63354 4.16043
H 1.45420 2.07958 1.72624
H 0.91964 1.74227 3.36299
H 0.53834 4.51894 2.07817
H 1.87320 4.08196 3.15034
H 0.21463 4.06625 3.73860
H -2.58759 2.23379 -0.05603
H -0.98320 1.90535 -0.63760
H -2.05928 4.61702 0.34532
H -1.51979 4.22194 -1.27751
H -0.34889 4.36298 0.03692
H -3.62914 2.28929 5.72880
H -4.28795 4.35479 6.89188
H -3.85682 6.56096 5.85870
H -2.74180 6.68833 3.65388
H -2.07216 4.61370 2.49365
N 1.31170 1.65304 -1.49900
S 2.27457 2.43536 -2.56440
C 1.22441 3.15755 -3.79408
C 0.19651 4.02466 -3.44267
C -0.60842 4.53399 -4.44536
C -0.36994 4.19350 -5.77529
C 0.67281 3.34294 -6.10988
C 1.47981 2.81119 -5.11316
C 2.96329 3.82973 -1.72430
C 4.16830 4.28855 -2.24227
C 4.71268 5.45489 -1.72370
C 4.05576 6.13353 -0.70577
C 2.86606 5.63910 -0.18011
C 2.30705 4.47793 -0.68943
H 0.53450 2.22481 -1.18434
H 0.02874 4.32184 -2.41329
H -1.41593 5.20795 -4.19028
H -0.99929 4.60289 -6.55489
H 0.86294 3.09254 -7.14503
H 2.29803 2.14821 -5.36873
H 4.67899 3.74758 -3.03230
H 5.65062 5.82789 -2.11387
H 4.47502 7.05236 -0.31490
H 2.36902 6.15877 0.62847
H 1.39009 4.08663 -0.26444
N 7.36008 -1.42266 1.29677
C 6.43237 -1.00072 0.41412
O 6.64238 -0.83891 -0.77023
C 5.04369 -0.71900 0.94960
C 4.67643 -0.58673 2.27683
C 3.35501 -0.30115 2.60022
C 2.43272 -0.16090 1.59304
N 2.78506 -0.27934 0.29682
C 4.06481 -0.55237 -0.01292
H 8.28547 -1.61440 0.94783
H 7.17362 -1.59659 2.26664
H 5.40239 -0.68844 3.07519
H 3.04363 -0.18807 3.62948
H 1.38884 0.04042 1.80042
H 4.33669 -0.64075 -1.05903
*
```

Results of the Löwdin charge analysis, in e, for atoms 1 through 99:
1 Al 0.164
2 I 1.395
3 C -0.524
4 C -0.121
5 C -0.044
6 C 0.002
7 C -0.143
8 C 0.004
9 C -0.041
10 C -0.084
11 C -0.202
12 C -0.235
13 H 0.108
14 H 0.121
15 H 0.129
16 H 0.129
17 H 0.118
18 H 0.060
19 C -0.162
20 C -0.387
21 Ge 0.774
22 C -0.404
23 C -0.169
24 C -0.224
25 C -0.345
26 Ge 0.885
27 C -0.366
28 C -0.151
29 C -0.345
30 C -0.154
31 C -0.242
32 C -0.032
33 C -0.064
34 C -0.073
35 C -0.070
36 C -0.065
37 H 0.075
38 H 0.068
39 H 0.065
40 H 0.057
41 H 0.005
42 H 0.041
43 H 0.028
44 H 0.068
45 H 0.075
46 H 0.063
47 H 0.071
48 H 0.024
49 H 0.065
50 H 0.045
51 H 0.076
52 H 0.071
53 H 0.069
54 H 0.017
55 H 0.072
56 H 0.057
57 H 0.030
58 H 0.110
59 H 0.111
60 H 0.110
61 H 0.107
62 H 0.075
63 N -0.239
64 S 1.144
65 C -0.377
66 C -0.062
67 C -0.036
68 C -0.033
69 C -0.042
70 C -0.070
71 C -0.391
72 C -0.068
73 C -0.042
74 C -0.036
75 C -0.040
76 C -0.075
77 H 0.003
78 H 0.083
79 H 0.122
80 H 0.122
81 H 0.122
82 H 0.108
83 H 0.120
84 H 0.122
85 H 0.122
86 H 0.118
87 H 0.067
88 N 0.202
89 C -0.486
90 O 0.083
91 C -0.073
92 C 0.045
93 C 0.008
94 C -0.117
95 N 0.006
96 C 0.000
97 H 0.132
98 H 0.102
99 H 0.129

=====

# 2
DFT (the ωB97M-V functional and the def2-TZVPD basis) results for a molecular structure, C44H50AuBrGeN2P.

Computed properties:
LUMO energy (alpha / beta): 0.34 / -1.84 eV
HOMO energy (alpha / beta): -6.64 / -6.47 eV
E_tot: -188960.231 eV

Geometry as ORCA input:
```
! RIJCOSX wB97M-V def2-TZVPD def2/J DEFGRID3
* xyz 0 2
Au 0.91816 -0.16985 0.24794
C -1.68946 -2.30594 -2.12448
C -1.57436 -2.48243 -0.60838
C -2.36459 -3.68151 -0.08943
P 0.20667 -2.43358 -0.08350
C 1.14730 -3.48792 -1.27057
C 0.66523 -4.91645 -1.53300
C 2.63870 -3.46842 -0.92087
C 0.24939 -3.07146 1.58697
C 0.53795 -4.39462 1.94012
C 0.47121 -4.84077 3.24504
C 0.71814 -6.28597 3.60873
C 0.09621 -3.90762 4.22890
C -0.17953 -2.59453 3.92661
C -0.09906 -2.11127 2.58828
N -0.36077 -0.83328 2.21843
C -0.76449 0.14559 3.15773
C -2.10026 0.59049 3.12723
C -3.08520 -0.05871 2.18790
C -2.50381 1.63828 3.95216
C -1.62069 2.27427 4.81342
C -2.05936 3.42368 5.69093
C -0.30828 1.81318 4.84568
C 0.13496 0.75642 4.05178
C 1.56392 0.30010 4.13250
H -2.73396 -2.14097 -2.40001
H -1.34311 -3.19299 -2.66175
H -1.10939 -1.44579 -2.47358
H -1.97837 -1.58522 -0.14139
H -2.03092 -4.61892 -0.54344
H -3.42198 -3.54664 -0.33770
H -2.27896 -3.78042 0.99213
H 1.02034 -2.91108 -2.18880
H 0.93704 -5.58857 -0.72013
H 1.15163 -5.29052 -2.43665
H -0.41176 -4.98497 -1.68499
H 2.82499 -3.95120 0.04212
H 3.01917 -2.44838 -0.86726
H 3.20651 -4.00774 -1.68512
H 0.80743 -5.10548 1.16643
H 1.12680 -6.84607 2.76635
H -0.21077 -6.77379 3.91491
H 1.41766 -6.37159 4.44386
H 0.02302 -4.23924 5.26277
H -0.46511 -1.89882 4.70897
H -3.37546 -1.05037 2.54646
H -2.63612 -0.19281 1.20268
H -3.98806 0.54681 2.08733
H -3.53892 1.97066 3.90711
H -3.03630 3.80276 5.38726
H -1.34353 4.24670 5.64277
H -2.13058 3.11766 6.73754
H 0.40446 2.29063 5.51577
H 2.20114 1.07594 4.56139
H 1.94005 0.04822 3.14097
H 1.66689 -0.59931 4.74792
C 3.18563 2.53087 1.39750
Ge 3.15960 0.83091 0.39815
C 3.98535 1.19386 -1.35072
C 4.01283 2.46919 -1.91786
C 4.55630 2.68106 -3.18220
C 5.07746 1.61295 -3.90158
C 5.06228 0.33574 -3.34907
C 4.51850 0.13129 -2.08580
C 4.36192 -0.42586 1.35765
C 3.81889 -1.55084 1.92790
C 4.56760 -2.41030 2.76800
C 5.87030 -2.12039 3.05027
C 6.49238 -0.98056 2.47790
C 7.85126 -0.67099 2.75094
C 8.45366 0.41454 2.18327
C 7.72560 1.24064 1.29712
C 6.41410 0.97248 1.02128
C 5.74378 -0.13544 1.61294
H 4.18112 2.67951 1.82243
H 2.45248 2.51162 2.20940
H 2.94470 3.37340 0.74386
H 3.61108 3.31411 -1.36510
H 4.57122 3.67944 -3.60739
H 5.49861 1.77345 -4.88900
H 5.47768 -0.49935 -3.90269
H 4.51857 -0.86797 -1.65809
H 2.77356 -1.77975 1.76401
H 4.09003 -3.28261 3.20429
H 6.44671 -2.74740 3.72460
H 8.40670 -1.32232 3.42077
H 9.49002 0.64331 2.40587
H 8.21601 2.08591 0.82636
H 5.87273 1.59505 0.31991
Br 0.45260 1.58380 -2.88522
C 0.29133 2.67933 -1.34879
C 0.51157 4.04132 -1.46883
C 0.31711 4.82600 -0.34206
C -0.10112 4.23140 0.83707
C -0.28018 2.86000 0.85962
N -0.07073 2.08335 -0.21973
H 0.81391 4.46514 -2.41688
H 0.49085 5.89467 -0.39198
H -0.27969 4.81245 1.73408
H -0.57882 2.34488 1.76592
*
```

Results of the Löwdin charge analysis, in e, for atoms 1 through 99:
1 Au 0.610
2 C -0.115
3 C -0.521
4 C -0.092
5 P 0.979
6 C -0.526
7 C -0.098
8 C -0.115
9 C -0.325
10 C -0.064
11 C -0.292
12 C -0.062
13 C -0.045
14 C -0.017
15 C -0.331
16 N -0.024
17 C -0.260
18 C -0.218
19 C -0.038
20 C -0.026
21 C -0.284
22 C -0.058
23 C -0.021
24 C -0.219
25 C -0.041
26 H 0.082
27 H 0.068
28 H 0.053
29 H 0.067
30 H 0.064
31 H 0.083
32 H 0.072
33 H 0.097
34 H 0.064
35 H 0.084
36 H 0.048
37 H 0.074
38 H 0.036
39 H 0.085
40 H 0.086
41 H 0.070
42 H 0.076
43 H 0.074
44 H 0.114
45 H 0.110
46 H 0.086
47 H 0.049
48 H 0.075
49 H 0.113
50 H 0.071
51 H 0.074
52 H 0.079
53 H 0.118
54 H 0.081
55 H 0.032
56 H 0.084
57 C -0.218
58 Ge 0.830
59 C -0.354
60 C -0.138
61 C -0.094
62 C -0.095
63 C -0.085
64 C -0.115
65 C -0.250
66 C -0.144
67 C -0.067
68 C -0.038
69 C -0.167
70 C -0.043
71 C -0.089
72 C -0.078
73 C -0.046
74 C -0.165
75 H 0.023
76 H 0.004
77 H 0.001
78 H 0.083
79 H 0.100
80 H 0.099
81 H 0.101
82 H 0.088
83 H 0.048
84 H 0.104
85 H 0.110
86 H 0.110
87 H 0.100
88 H 0.102
89 H 0.085
90 Br 0.747
91 C -0.764
92 C -0.115
93 C -0.059
94 C -0.051
95 C -0.114
96 N -0.036
97 H 0.104
98 H 0.114
99 H 0.113